No. 1
The following is a DFT calculation (the ωB97M-V functional and the def2-TZVPD basis) of an isolated molecule of C4H6N2.

Multiplicity ... 1
HOMO-LUMO gap ... 0.349 Ha
Highest occupied orbital energy ... -8.56 eV
Relative energy (zero: lowest compared OMol25 entry of this formula, charge and spin) ... 0.036 eV
Structure (SMILES) ... Cc1c[nH]cn1
Molecular weight ... 82.11 g/mol

Last column: Mulliken charge in e.
Cartesian coordinates (Å):
C: 1.47309 -0.67402 -1.03665  -1.033
C: 0.37626 -0.07460 -0.20738  0.657
C: -0.64492 -0.70622 0.45135  -0.579
N: -1.43432 0.29524 0.97063  -0.047
C: -0.85363 1.47168 0.62317  -0.201
N: 0.23475 1.29096 -0.08243  -0.602
H: 1.94192 -1.53381 -0.54685  0.305
H: 2.23691 0.08284 -1.23003  0.304
H: 1.08221 -1.01090 -2.00376  0.235
H: -0.85364 -1.74465 0.65144  0.378
H: -2.30339 0.17948 1.46796  0.183
H: -1.25525 2.42399 0.94255  0.401


No. 2
The following is a DFT calculation (the ωB97M-V functional and the def2-TZVPD basis) of a cluster of 2 separate species, C4H6N2 in total.

Multiplicity ... 1
HOMO-LUMO gap (spin up / spin down) ... 0.326 / 0.326 Ha
Highest occupied orbital energy (spin up / spin down) ... -10.55 / -10.55 eV
Relative energy (zero: lowest compared OMol25 entry of this formula, charge and spin) ... 3.906 eV
Molecular weight ... 82.11 g/mol

Last column: Mulliken charge in e.
Cartesian coordinates (Å):
C: 0.22724 -0.07259 0.51208  0.060
C: 0.36392 1.08350 -0.32879  0.010
C: -2.07298 -0.28397 0.06244  -0.013
C: 0.72685 -1.39864 0.08431  -1.096
N: -3.20836 -0.39340 -0.16376  -0.395
N: 0.29169 2.23863 0.18977  -0.521
H: 0.53830 0.88744 -1.39600  0.344
H: 0.09259 0.12372 1.56613  0.316
H: 0.44164 -1.63016 -0.94132  0.336
H: 0.38106 -2.19062 0.74415  0.332
H: 1.82079 -1.38220 0.12540  0.357
H: 0.39727 3.01829 -0.45439  0.270


No. 3
The following is a DFT calculation (the ωB97M-V functional and the def2-TZVPD basis) of a cluster of 2 separate species, C4H6N2 in total.

Multiplicity ... 1
HOMO-LUMO gap ... 0.327 Ha
Highest occupied orbital energy ... -8.41 eV
Relative energy (zero: lowest compared OMol25 entry of this formula, charge and spin) ... 4.775 eV
Molecular weight ... 82.11 g/mol

Last column: Mulliken charge in e.
Cartesian coordinates (Å):
C: 0.09391 1.61244 -0.83725  -1.175
C: 0.02084 0.24516 -0.23619  0.855
C: -0.55114 -0.91419 -0.81134  -0.868
C: -0.13300 -1.92950 0.28939  -0.271
N: 0.48577 -1.31045 1.35976  -0.750
N: 0.62191 -0.05316 0.93918  0.321
H: -0.55349 2.34430 -0.33986  0.281
H: 1.11563 2.00707 -0.80287  0.323
H: -0.21477 1.58743 -1.88565  0.314
H: -1.46060 -1.22501 0.41245  0.275
H: -0.52562 -2.95641 0.35173  0.436
H: 1.10056 0.59231 1.56067  0.261


No. 4
The following is a DFT calculation (the ωB97M-V functional and the def2-TZVPD basis) of an isolated molecule of C4H6N2.

Multiplicity ... 1
HOMO-LUMO gap ... 0.396 Ha
Highest occupied orbital energy ... -9.95 eV
Relative energy (zero: lowest compared OMol25 entry of this formula, charge and spin) ... 1.567 eV
Structure (SMILES) ... N#C[C@H]1CCN1
Molecular weight ... 82.11 g/mol

Last column: Mulliken charge in e.
Cartesian coordinates (Å):
N: -2.82174 1.48512 -0.31612  -0.408
C: -1.77525 1.06825 -0.05201  -0.043
C: -0.42534 0.57586 0.24882  0.369
C: -0.16026 -0.93063 0.46644  -0.656
C: 1.15083 -0.63958 -0.28667  -0.366
N: 0.47792 0.51516 -0.90509  -0.520
H: -0.01647 1.14187 1.10129  0.273
H: -0.09946 -1.28785 1.49541  0.305
H: -0.84701 -1.54587 -0.11829  0.272
H: 1.54451 -1.37966 -0.98776  0.299
H: 1.93630 -0.34839 0.42825  0.246
H: 1.03598 1.34574 -1.07426  0.229


No. 5
The following is a DFT calculation (the ωB97M-V functional and the def2-TZVPD basis) of an isolated molecule of C4H6N2.

Multiplicity ... 1
HOMO-LUMO gap (spin up / spin down) ... 0.307 / 0.307 Ha
Highest occupied orbital energy (spin up / spin down) ... -7.54 / -7.54 eV
Relative energy (zero: lowest compared OMol25 entry of this formula, charge and spin) ... 6.579 eV
Molecular weight ... 82.11 g/mol

Last column: Mulliken charge in e.
Cartesian coordinates (Å):
N: -0.92070 -1.18685 -0.33818  -0.467
C: -0.03832 -0.25220 -1.02057  -0.078
C: -1.23406 0.18268 -0.28486  -0.539
C: 0.44430 1.08853 0.87824  -0.321
N: 1.16220 -0.02048 1.21016  -0.444
C: 1.09315 0.36074 -0.20924  -0.109
H: -0.58421 -1.63422 0.52587  0.191
H: 0.07747 -0.39476 -2.09158  0.417
H: -2.18792 0.59789 -0.61945  0.340
H: -0.54500 1.46935 1.08382  0.371
H: 0.70490 -0.87498 1.53627  0.216
H: 2.02819 0.66429 -0.67049  0.425


No. 6
The following is a DFT calculation (the ωB97M-V functional and the def2-TZVPD basis) of an isolated molecule of C4H6N2.

Multiplicity ... 1
HOMO-LUMO gap ... 0.307 Ha
Highest occupied orbital energy ... -7.41 eV
Relative energy (zero: lowest compared OMol25 entry of this formula, charge and spin) ... 0.482 eV
Structure (SMILES) ... Nc1ccc[nH]1
Molecular weight ... 82.11 g/mol

Last column: Mulliken charge in e.
Cartesian coordinates (Å):
N: -1.49192 -0.10441 -1.35108  -0.521
C: -0.51622 -0.16397 -0.36015  0.336
C: -0.47180 -0.62599 0.92467  -0.589
C: 0.73288 -0.10325 1.49188  -0.328
C: 1.38556 0.62044 0.54559  -0.658
N: 0.61572 0.53491 -0.59734  -0.042
H: -1.07291 0.05243 -2.24203  0.229
H: -2.06923 -0.90656 -1.46337  0.261
H: -1.21898 -1.22824 1.40352  0.388
H: 1.00592 -0.22722 2.52949  0.387
H: 2.34069 1.13203 0.57693  0.363
H: 0.76029 1.01982 -1.45810  0.175


No. 7
The following is a DFT calculation (the ωB97M-V functional and the def2-TZVPD basis) of a cluster of 2 separate species, C4H6N2 in total.

Multiplicity ... 1
HOMO-LUMO gap ... 0.452 Ha
Highest occupied orbital energy ... -12.08 eV
Relative energy (zero: lowest compared OMol25 entry of this formula, charge and spin) ... 0.954 eV
Structure (SMILES) ... CC#N.CC#N
Molecular weight ... 82.11 g/mol

Last column: Mulliken charge in e.
Cartesian coordinates (Å):
C: 0.17670 1.62941 0.64083  -0.566
C: 0.93507 2.60926 1.40372  0.157
N: 1.51567 3.40296 1.99339  -0.334
H: -0.19354 2.06870 -0.28108  0.297
H: -0.61919 1.18765 1.23799  0.309
H: 0.83784 0.79639 0.39897  0.138
C: -0.39612 -1.45258 -0.82083  -0.598
C: -0.53746 -2.88986 -1.05952  0.125
N: -0.63790 -4.01694 -1.24506  -0.333
H: 0.36604 -1.06189 -1.49128  0.310
H: -0.08951 -1.30103 0.21097  0.200
H: -1.35760 -0.97207 -0.98809  0.294


No. 8
The following is a DFT calculation (the ωB97M-V functional and the def2-TZVPD basis) of an isolated molecule of C4H6N2.

Multiplicity ... 1
HOMO-LUMO gap ... 0.387 Ha
Highest occupied orbital energy ... -9.70 eV
Relative energy (zero: lowest compared OMol25 entry of this formula, charge and spin) ... 2.019 eV
Structure (SMILES) ... N#C[C@H]1CCN1
Molecular weight ... 82.11 g/mol

Last column: Mulliken charge in e.
Cartesian coordinates (Å):
N: 2.87473 -0.49978 -0.99770  -0.435
C: 1.90117 -0.28529 -0.40347  0.032
C: 0.65438 -0.33406 0.38314  0.195
C: -0.27803 0.85493 0.65365  -0.449
C: -1.25244 0.27223 -0.41153  -0.452
N: -0.45513 -0.97607 -0.34878  -0.453
H: 0.93832 -0.81728 1.32422  0.241
H: -0.84167 0.56745 1.54444  0.189
H: 0.08968 1.86693 0.85040  0.375
H: -1.39330 0.70834 -1.41244  0.256
H: -2.24590 0.12393 0.02062  0.218
H: -0.19017 -1.37591 -1.24146  0.283